Computed, not measured: one molecule with the formula C4H6N2 in a non-equilibrium geometry, with the ωB97M-V functional and the def2-TZVPD basis.

## Properties
E_HOMO	-9.7	eV
E_tot	-7222.002	eV
molar mass	82.106	g mol⁻¹
orbital gap	10.06	eV
maximum force	3.1	eV Å⁻¹
ΔE to the lowest compared entry with this formula, charge and spin	346.3	kJ/mol

The geometry in XYZ format:
```
12
C4H6N2, DFT the ωB97M-V functional and the def2-TZVPD basis
N -2.52 -0.53 -1.38
N 1.45 0.48 0.73
C 0.93 -0.94 -0.55
C -0.89 0.92 0.06
C 0.17 -0.06 0.59
C -1.82 0.14 -0.75
H 1.37 -1.97 -0.45
H 1.89 0.13 1.59
H -0.39 1.68 -0.55
H -1.46 1.45 0.84
H -0.20 -0.68 1.41
H 1.29 -0.59 -1.54
```

=====

Computed, not measured: one molecule with the formula C4H6N2, with the ωB97M-V functional and the def2-TZVPD basis.

## Properties
E_HOMO	-6.8	eV
E_tot	-7220.716	eV
molar mass	82.106	g mol⁻¹
orbital gap	7.63	eV
maximum force	0.7	eV Å⁻¹
ΔE to the lowest compared entry with this formula, charge and spin	470.4	kJ/mol

The geometry in XYZ format:
```
12
C4H6N2, DFT the ωB97M-V functional and the def2-TZVPD basis
N -0.28 1.19 0.20
N -0.46 -0.18 0.11
C 1.92 -0.37 0.08
C 3.04 0.10 0.03
C 0.66 -0.93 0.09
C -1.71 -0.62 0.09
H 4.01 0.50 0.02
H -2.51 0.09 0.12
H -1.92 -1.67 0.12
H 0.54 -2.00 0.09
H -1.03 1.70 -0.27
H 0.64 1.46 -0.13
```

=====

Computed, not measured: one molecule with the formula C4H6N2, with the ωB97M-V functional and the def2-TZVPD basis.

## Properties
E_HOMO	-9.1	eV
E_tot	-7225.022	eV
molar mass	82.106	g mol⁻¹
orbital gap	10.10	eV
maximum force	0.2	eV Å⁻¹
ΔE to the lowest compared entry with this formula, charge and spin	54.9	kJ/mol
SMILES string	Cc1cn[nH]c1

The geometry in XYZ format:
```
12
C4H6N2, DFT the ωB97M-V functional and the def2-TZVPD basis
N -1.12 -1.57 0.26
N -0.33 -1.90 -0.77
C 0.43 -0.82 -0.95
C 0.13 0.21 -0.03
C 0.77 1.56 0.07
C -0.88 -0.33 0.74
H -1.43 0.07 1.58
H 0.11 2.35 -0.28
H -1.78 -2.25 0.59
H 1.17 -0.81 -1.74
H 1.68 1.59 -0.53
H 1.06 1.80 1.10
```

=====

Computed, not measured: C4H6N2 as an isolated structure in a non-equilibrium geometry, with the ωB97M-V functional and the def2-TZVPD basis.

## Properties
E_HOMO	-9.5	eV
E_tot	-7221.713	eV
molar mass	82.106	g mol⁻¹
orbital gap	10.53	eV
maximum force	4.5	eV Å⁻¹
ΔE to the lowest compared entry with this formula, charge and spin	374.2	kJ/mol

The geometry in XYZ format:
```
12
C4H6N2, DFT the ωB97M-V functional and the def2-TZVPD basis
N 1.72 -0.45 0.10
N -0.55 -0.89 -0.61
C -1.50 -0.15 0.45
C 0.72 -1.20 -0.10
C -0.53 0.58 -0.43
C 0.92 0.82 0.01
H -2.50 -0.58 0.20
H -0.77 1.27 -1.19
H -0.88 -0.20 1.51
H 0.92 -2.19 0.00
H 1.16 1.53 0.77
H 1.29 1.46 -0.71
```

=====

Computed, not measured: one molecule with the formula C4H6N2, with the ωB97M-V functional and the def2-TZVPD basis.

## Properties
E_HOMO	-8.3	eV
E_tot	-7220.907	eV
molar mass	82.106	g mol⁻¹
orbital gap	9.11	eV
maximum force	0.5	eV Å⁻¹
ΔE to the lowest compared entry with this formula, charge and spin	451.9	kJ/mol

The geometry in XYZ format:
```
12
C4H6N2, DFT the ωB97M-V functional and the def2-TZVPD basis
N 0.38 -0.65 0.49
N 1.54 -1.01 -0.33
C -0.34 1.46 0.29
C -0.90 -0.71 -0.21
C 0.68 0.83 0.91
C -1.31 0.56 -0.33
H -0.41 2.54 0.22
H -2.24 0.86 -0.80
H 1.34 -0.55 -1.22
H 2.24 -0.39 0.10
H 0.41 -1.29 1.28
H -1.38 -1.65 -0.41
```

=====

Computed, not measured: one molecule with the formula C4H6N2, with the ωB97M-V functional and the def2-TZVPD basis.

## Properties
E_HOMO	-7.3	eV
E_tot	-7221.609	eV
molar mass	82.106	g mol⁻¹
orbital gap	7.45	eV
maximum force	0.5	eV Å⁻¹
ΔE to the lowest compared entry with this formula, charge and spin	384.2	kJ/mol

The geometry in XYZ format:
```
12
C4H6N2, DFT the ωB97M-V functional and the def2-TZVPD basis
N 1.85 0.46 0.01
N -0.19 -1.06 0.28
C -1.54 -0.76 0.17
C -0.38 1.19 -0.35
C -1.68 0.56 -0.18
C 0.42 0.11 -0.15
H -2.28 -1.53 0.35
H 2.23 0.39 0.96
H 2.52 0.05 -0.65
H 0.14 -2.01 0.11
H 1.65 1.46 -0.22
H -2.63 1.07 -0.27
```

=====

Computed, not measured: a 2-piece molecular cluster, C4H6N2 overall in a non-equilibrium geometry, with the ωB97M-V functional and the def2-TZVPD basis.

## Properties
E_HOMO	-10.3	eV
E_tot	-7223.566	eV
molar mass	82.106	g mol⁻¹
orbital gap	10.98	eV
maximum force	1.2	eV Å⁻¹
ΔE to the lowest compared entry with this formula, charge and spin	195.4	kJ/mol
SMILES string	C=CC#N.C=N

The geometry in XYZ format:
```
12
C4H6N2, DFT the ωB97M-V functional and the def2-TZVPD basis
N -0.45 1.81 -0.59
N 1.71 -0.79 1.57
C 0.93 -1.36 0.93
C -0.02 -2.08 0.13
C 0.32 2.20 0.35
C -0.68 -1.48 -0.87
H 0.32 3.21 0.76
H -0.54 -0.42 -1.09
H -1.06 2.57 -0.89
H -1.40 -2.04 -1.46
H -0.18 -3.12 0.38
H 1.03 1.49 0.78
```

=====

Computed, not measured: one molecule with the formula C4H6N2, with the ωB97M-V functional and the def2-TZVPD basis.

## Properties
E_HOMO	-7.8	eV
E_tot	-7224.807	eV
molar mass	82.106	g mol⁻¹
orbital gap	8.93	eV
maximum force	0.9	eV Å⁻¹
ΔE to the lowest compared entry with this formula, charge and spin	75.6	kJ/mol
SMILES string	Nc1cc[nH]c1

The geometry in XYZ format:
```
12
C4H6N2, DFT the ωB97M-V functional and the def2-TZVPD basis
N 1.57 0.56 -0.06
N -2.03 0.22 -0.28
C 1.41 -0.82 -0.08
C -0.64 0.11 -0.14
C 0.09 -1.14 -0.11
C 0.28 1.12 -0.08
H -2.52 -0.54 0.18
H 0.13 2.19 -0.13
H -0.33 -2.13 -0.07
H 2.30 -1.43 -0.05
H -2.38 1.11 0.05
H 2.12 0.76 0.76
```

=====

Computed, not measured: one molecule with the formula C4H6N2, with the ωB97M-V functional and the def2-TZVPD basis.

## Properties
E_HOMO	-8.8	eV
E_tot	-7225.260	eV
molar mass	82.106	g mol⁻¹
orbital gap	9.64	eV
maximum force	0.2	eV Å⁻¹
ΔE to the lowest compared entry with this formula, charge and spin	32.0	kJ/mol
SMILES string	Cn1ccnc1

The geometry in XYZ format:
```
12
C4H6N2, DFT the ωB97M-V functional and the def2-TZVPD basis
N 1.65 1.14 0.36
N -0.24 0.03 0.01
C 0.34 1.20 0.39
C 1.94 -0.14 -0.05
C -1.66 -0.24 -0.07
C 0.79 -0.84 -0.27
H 2.96 -0.47 -0.17
H -2.05 -0.66 0.86
H -1.86 -0.93 -0.89
H 0.60 -1.86 -0.59
H -0.25 2.06 0.67
H -2.19 0.70 -0.28
```

=====

Computed, not measured: one molecule with the formula C4H6N2 in a non-equilibrium geometry, with the ωB97M-V functional and the def2-TZVPD basis.

## Properties
E_HOMO	-8.9	eV
E_tot	-7223.089	eV
molar mass	82.106	g mol⁻¹
orbital gap	9.95	eV
maximum force	5.6	eV Å⁻¹
ΔE to the lowest compared entry with this formula, charge and spin	241.4	kJ/mol
SMILES string	Cn1cccn1

The geometry in XYZ format:
```
12
C4H6N2, DFT the ωB97M-V functional and the def2-TZVPD basis
N 0.23 -1.24 -0.13
N -0.38 -0.09 -0.20
C 0.34 1.03 -0.20
C -1.84 -0.19 0.06
C 1.62 0.52 0.05
C 1.51 -0.93 -0.12
H -1.81 -0.64 1.08
H 0.02 2.03 -0.25
H 2.52 0.98 0.28
H 2.59 -1.43 0.15
H -2.44 0.82 0.08
H -2.36 -0.86 -0.79
```

=====

Computed, not measured: a 2-piece molecular cluster, C4H6N2 overall in a non-equilibrium geometry, with the ωB97M-V functional and the def2-TZVPD basis.

## Properties
E_HOMO	-8.6	eV
E_tot	-7218.733	eV
molar mass	82.106	g mol⁻¹
orbital gap	9.68	eV
maximum force	6.2	eV Å⁻¹
ΔE to the lowest compared entry with this formula, charge and spin	661.7	kJ/mol
SMILES string	C=NN=C.C#C

The geometry in XYZ format:
```
12
C4H6N2, DFT the ωB97M-V functional and the def2-TZVPD basis
N -1.69 0.11 0.00
N -1.17 1.28 -0.20
C -1.79 -1.10 -0.35
C 2.02 -0.89 -0.55
C 2.17 -0.78 0.60
C -0.42 2.01 0.50
H -0.25 2.80 -0.18
H -0.96 -1.57 -0.86
H 1.91 -1.29 -1.52
H 2.66 -0.57 1.50
H 0.27 1.88 1.16
H -2.74 -1.87 -0.08
```

=====

Computed, not measured: a 2-piece molecular cluster, C4H6N2 overall in a non-equilibrium geometry, with the ωB97M-V functional and the def2-TZVPD basis.

## Properties
E_HOMO (alpha / beta)	-9.4 / -9.4	eV
E_tot	-7219.929	eV
molar mass	82.106	g mol⁻¹
orbital gap (alpha / beta)	8.51 / 8.55	eV
maximum force	1.1	eV Å⁻¹
ΔE to the lowest compared entry with this formula, charge and spin	546.3	kJ/mol

The geometry in XYZ format:
```
12
C4H6N2, DFT the ωB97M-V functional and the def2-TZVPD basis
N 1.28 1.05 1.33
N -1.88 -0.76 -1.47
C -1.40 0.00 -0.74
C 0.22 0.39 1.09
C -0.83 0.99 0.19
C 0.86 -1.35 -1.05
H 1.88 0.52 1.96
H -0.02 -0.59 1.51
H 0.78 -2.45 -1.15
H -0.39 1.80 -0.39
H 1.15 -1.02 -2.07
H -1.65 1.41 0.79
```

=====

Computed, not measured: one molecule with the formula C4H6N2 in a non-equilibrium geometry, with the ωB97M-V functional and the def2-TZVPD basis.

## Properties
E_HOMO	-9.9	eV
E_tot	-7223.957	eV
molar mass	82.106	g mol⁻¹
orbital gap	10.89	eV
maximum force	1.3	eV Å⁻¹
ΔE to the lowest compared entry with this formula, charge and spin	157.7	kJ/mol
SMILES string	C[C@H]1N[C@H]1C#N

The geometry in XYZ format:
```
12
C4H6N2, DFT the ωB97M-V functional and the def2-TZVPD basis
N 0.07 -1.36 -0.80
N 2.70 1.08 -0.73
C 1.92 0.32 -0.33
C 0.95 -0.66 0.14
C -1.23 0.84 -0.26
C -0.52 -0.43 0.16
H 0.12 -0.98 -1.74
H -1.18 1.62 0.51
H -0.97 -0.97 0.99
H -2.29 0.59 -0.42
H 1.24 -1.30 0.97
H -0.83 1.26 -1.18
```

=====

Computed, not measured: C4H6N2 as an isolated structure in a non-equilibrium geometry, with the ωB97M-V functional and the def2-TZVPD basis.

## Properties
E_HOMO (alpha / beta)	-7.8 / -7.8	eV
E_tot	-7221.157	eV
molar mass	82.106	g mol⁻¹
orbital gap (alpha / beta)	8.19 / 8.19	eV
maximum force	1.0	eV Å⁻¹
ΔE to the lowest compared entry with this formula, charge and spin	427.8	kJ/mol

The geometry in XYZ format:
```
12
C4H6N2, DFT the ωB97M-V functional and the def2-TZVPD basis
N 0.35 -0.51 -0.88
N -2.14 1.79 -1.80
C -0.54 -0.25 0.91
C -0.38 0.56 -0.38
C 0.38 -1.22 0.23
C -1.36 1.22 -1.16
H 0.81 -0.65 -1.78
H -0.19 0.19 1.85
H 1.02 -2.06 0.48
H -1.55 -0.64 1.02
H 2.00 0.51 0.90
H 1.60 1.07 0.60
```

=====

Computed, not measured: C4H6N2 as an isolated structure, with the ωB97M-V functional and the def2-TZVPD basis.

## Properties
E_HOMO	-6.3	eV
E_tot	-7221.378	eV
molar mass	82.106	g mol⁻¹
orbital gap	7.21	eV
maximum force	0.6	eV Å⁻¹
ΔE to the lowest compared entry with this formula, charge and spin	406.5	kJ/mol

The geometry in XYZ format:
```
12
C4H6N2, DFT the ωB97M-V functional and the def2-TZVPD basis
N 0.00 1.26 -0.63
N -1.78 -0.15 -0.09
C -0.56 0.31 0.18
C 1.01 0.16 -0.92
C 1.31 -0.56 0.27
C 0.34 -0.30 1.20
H -2.23 0.16 -0.94
H 2.16 -1.23 0.37
H 0.23 -0.40 2.27
H -2.07 -1.02 0.31
H 0.51 1.94 -0.06
H 1.08 -0.17 -1.95
```

=====

Computed, not measured: one molecule with the formula C4H6N2 in a non-equilibrium geometry, with the ωB97M-V functional and the def2-TZVPD basis.

## Properties
E_HOMO (alpha / beta)	-8.2 / -7.7	eV
E_tot	-7219.428	eV
molar mass	82.106	g mol⁻¹
orbital gap (alpha / beta)	7.83 / 6.50	eV
maximum force	2.8	eV Å⁻¹
ΔE to the lowest compared entry with this formula, charge and spin	594.7	kJ/mol

The geometry in XYZ format:
```
12
C4H6N2, DFT the ωB97M-V functional and the def2-TZVPD basis
N -0.73 0.73 1.05
N 0.79 0.20 -0.42
C 0.05 -0.39 0.50
C 2.22 0.02 -0.25
C -1.55 0.20 0.25
C -2.69 0.14 -0.41
H 2.67 1.01 -0.12
H -3.25 1.04 -0.61
H 2.52 -0.59 0.60
H 0.44 -1.12 1.23
H 2.64 -0.41 -1.16
H -3.12 -0.82 -0.65
```

=====

Computed, not measured: one molecule with the formula C4H6N2, with the ωB97M-V functional and the def2-TZVPD basis.

## Properties
E_HOMO	-7.8	eV
E_tot	-7225.305	eV
molar mass	82.106	g mol⁻¹
orbital gap	8.85	eV
maximum force	0.2	eV Å⁻¹
ΔE to the lowest compared entry with this formula, charge and spin	27.6	kJ/mol
SMILES string	Nc1ccc[nH]1

The geometry in XYZ format:
```
12
C4H6N2, DFT the ωB97M-V functional and the def2-TZVPD basis
N -0.65 1.94 0.16
N 0.90 0.18 0.64
C 0.05 -1.62 -0.33
C -0.27 0.58 0.04
C -0.82 -0.52 -0.57
C 1.10 -1.16 0.41
H 1.97 -1.67 0.80
H -1.76 -0.55 -1.11
H 1.44 0.77 1.25
H -1.64 2.05 0.00
H -0.16 2.51 -0.52
H -0.08 -2.63 -0.70
```

=====

Computed, not measured: one molecule with the formula C4H6N2, with the ωB97M-V functional and the def2-TZVPD basis.

## Properties
E_HOMO	-8.4	eV
E_tot	-7222.390	eV
molar mass	82.106	g mol⁻¹
orbital gap	9.10	eV
maximum force	0.7	eV Å⁻¹
ΔE to the lowest compared entry with this formula, charge and spin	308.9	kJ/mol
SMILES string	[H]/N=C/N=C=CC

The geometry in XYZ format:
```
12
C4H6N2, DFT the ωB97M-V functional and the def2-TZVPD basis
N -1.06 -0.31 2.28
N -0.38 0.97 0.54
C -1.19 0.78 1.64
C 0.09 -0.07 0.08
C 0.65 -0.96 -0.67
C 0.95 -0.15 -1.93
H -1.80 1.64 1.91
H 1.27 -1.76 -0.28
H 1.54 -0.77 -2.59
H -1.63 -0.31 3.12
H 0.04 0.19 -2.43
H 1.52 0.75 -1.66
```

=====

Computed, not measured: a 2-piece molecular cluster, C4H6N2 overall, with the ωB97M-V functional and the def2-TZVPD basis.

## Properties
E_HOMO	-8.8	eV
E_tot	-7220.321	eV
molar mass	82.106	g mol⁻¹
orbital gap	9.22	eV
maximum force	0.3	eV Å⁻¹
ΔE to the lowest compared entry with this formula, charge and spin	508.5	kJ/mol

The geometry in XYZ format:
```
12
C4H6N2, DFT the ωB97M-V functional and the def2-TZVPD basis
N 0.94 1.12 -0.40
N 0.17 1.13 0.80
C 1.54 -0.13 -0.32
C 0.81 -0.99 0.45
C -1.46 -0.23 -0.08
C -0.33 -0.17 0.75
H -2.22 0.55 -0.02
H -0.33 0.54 -1.01
H 0.90 -2.07 0.52
H 2.39 -0.35 -0.96
H -1.82 -1.19 -0.44
H -0.55 1.85 0.71
```

=====

Computed, not measured: C4H6N2 as an isolated structure, with the ωB97M-V functional and the def2-TZVPD basis.

## Properties
E_HOMO	-8.5	eV
E_tot	-7218.159	eV
molar mass	82.106	g mol⁻¹
orbital gap	8.89	eV
maximum force	0.5	eV Å⁻¹
ΔE to the lowest compared entry with this formula, charge and spin	717.1	kJ/mol

The geometry in XYZ format:
```
12
C4H6N2, DFT the ωB97M-V functional and the def2-TZVPD basis
N -1.53 0.67 0.02
N 1.41 -0.91 0.09
C 0.09 -0.59 0.69
C -0.11 0.90 0.41
C -0.80 -0.50 -0.55
C 0.40 0.38 -0.96
H -0.21 -1.09 1.62
H 0.24 1.76 0.97
H 2.13 -0.40 0.62
H -1.78 1.32 -0.74
H -1.28 -1.30 -1.12
H 1.44 -0.23 -1.06
```